Entry 1:
{"formula": "C26H23Br2IrN5O5S2", "method": "ωB97M-V/def2-TZVPD", "elements": ["Ir", "O", "S", "O", "N", "C", "S", "C", "C", "C", "C", "C", "C", "H", "H", "H", "H", "N", "C", "C", "C", "C", "C", "N", "H", "H", "H", "H", "H", "H", "C", "C", "O", "H", "H", "H", "Br", "N", "C", "C", "C", "C", "C", "N", "H", "H", "H", "H", "H", "H", "Br", "C", "C", "C", "C", "C", "C", "C", "O", "O", "H", "H", "H", "H"], "coordinates": [[0.026491, 0.125483, 0.671501], [5.098206, -2.738348, -0.286940], [3.995123, -3.305330, 0.440887], [3.523546, -4.600909, 0.040138], [2.753288, -2.239434, 0.523762], [2.565598, -1.806029, 1.738974], [1.438360, -0.666107, 2.285864], [3.493593, -2.403383, 2.769059], [3.553799, -2.180665, 4.133658], [4.508014, -2.873290, 4.870179], [5.381574, -3.765415, 4.254396], [5.319761, -3.985411, 2.885252], [4.363990, -3.288340, 2.173056], [2.872049, -1.486509, 4.607683], [4.571904, -2.717600, 5.939707], [6.115084, -4.293910, 4.850528], [5.991523, -4.676384, 2.392239], [2.852855, 1.677140, 0.585627], [2.750631, 0.796307, -0.428279], [3.854694, 0.592476, -1.282047], [3.738383, -0.203023, -2.384947], [2.497471, -0.769601, -2.677046], [1.478302, -0.576450, -1.787973], [1.592671, 0.131103, -0.642485], [3.766467, 2.009351, 0.829877], [2.092781, 1.835474, 1.247501], [4.786876, 1.082803, -1.033404], [4.594617, -0.378890, -3.023515], [2.327000, -1.371960, -3.557826], [0.505414, -0.996082, -1.968137], [-0.324049, -2.812255, -0.600309], [-0.605612, -1.754723, 0.437455], [-1.365495, -1.978136, 1.349674], [-0.794210, -3.736479, -0.269231], [0.748630, -2.959608, -0.718897], [-0.768000, -2.506872, -1.548972], [0.054413, 2.341466, 2.309614], [-1.168892, 0.673682, -2.931098], [-0.777966, 1.953864, -2.611373], [-0.822796, 2.967131, -3.586237], [-0.413640, 4.235968, -3.248633], [0.037708, 4.481585, -1.955138], [0.053676, 3.421747, -1.067839], [-0.331953, 2.180454, -1.373376], [-1.755979, 0.610210, -3.746965], [-1.529647, 0.106944, -2.163441], [-1.186912, 2.737410, -4.580841], [-0.448397, 5.031955, -3.984249], [0.359150, 5.464412, -1.637928], [0.376782, 3.560240, -0.041406], [-4.050404, 2.865048, -1.101249], [-4.980577, 1.576765, -0.062562], [-6.284067, 1.852173, 0.322286], [-6.989299, 0.913237, 1.060559], [-6.394544, -0.296472, 1.394727], [-5.095933, -0.562938, 0.990834], [-4.369324, 0.375542, 0.265031], [-2.952221, 0.048924, -0.143411], [-2.785282, -0.774060, -1.050001], [-2.066038, 0.673272, 0.519733], [-6.737186, 2.794246, 0.044920], [-8.004648, 1.128916, 1.370008], [-6.943478, -1.031959, 1.970366], [-4.617795, -1.502875, 1.240604]], "forces_ev_per_a": [[0.1, -0.2, 0.6], [0.0, 0.0, -0.1], [0.0, 0.0, 0.0], [0.0, -0.1, 0.0], [0.0, 0.0, 0.0], [0.1, -0.1, 0.0], [0.0, -0.1, -0.1], [-0.2, 0.1, -0.1], [0.0, 0.0, 0.1], [-0.1, 0.1, 0.0], [0.0, 0.0, 0.0], [0.0, 0.0, -0.1], [0.1, -0.1, 0.0], [0.0, 0.0, 0.0], [0.0, 0.0, 0.0], [0.0, 0.0, 0.0], [0.0, 0.0, 0.0], [-0.1, -0.1, 0.1], [-0.1, 0.0, 0.0], [0.0, 0.0, 0.0], [0.0, 0.0, 0.0], [0.0, 0.0, 0.0], [-0.1, 0.0, 0.1], [0.0, 0.2, 0.0], [0.0, 0.0, 0.0], [0.0, 0.0, -0.1], [0.0, 0.0, 0.0], [0.0, 0.0, 0.0], [0.0, 0.0, 0.0], [0.1, 0.0, 0.0], [0.1, 0.0, 0.1], [0.0, 0.2, -0.2], [-0.1, -0.3, 0.2], [0.0, 0.0, 0.0], [0.0, 0.0, -0.1], [0.0, 0.0, 0.0], [0.1, -0.1, -0.1], [0.0, 0.0, 0.0], [0.0, 0.0, 0.0], [0.0, 0.0, 0.0], [0.0, 0.0, 0.0], [0.0, 0.0, 0.0], [0.0, -0.1, 0.1], [-0.1, 0.2, -0.3], [0.0, 0.0, 0.0], [0.0, 0.1, 0.0], [0.0, 0.0, 0.0], [0.0, 0.0, 0.0], [0.0, 0.0, 0.0], [0.0, 0.0, 0.0], [0.0, 0.0, 0.0], [0.0, 0.0, 0.0], [0.0, 0.0, 0.0], [0.0, 0.0, 0.0], [0.0, 0.0, 0.0], [0.0, 0.0, 0.0], [0.0, 0.0, 0.0], [-0.1, -0.1, -0.1], [0.1, 0.2, 0.1], [0.2, 0.0, -0.2], [0.0, 0.0, 0.0], [0.0, 0.0, 0.0], [0.0, 0.0, 0.0], [0.0, 0.0, 0.0]], "mulliken_charge": [1.74, -0.67, 1.13, -0.70, -0.22, 1.16, -0.61, 0.11, -0.71, -0.63, -0.47, -0.67, -0.03, 0.47, 0.38, 0.38, 0.44, -0.16, 0.78, -1.05, -0.47, -1.44, -0.03, 0.49, 0.23, -0.15, 0.37, 0.38, 0.48, 0.17, -1.27, 0.78, -0.61, 0.48, 0.17, 0.28, -0.63, -0.25, 0.32, -0.89, -0.29, -0.95, -0.24, 0.66, 0.25, 0.00, 0.34, 0.39, 0.44, 0.16, -0.15, 0.18, -0.55, -0.45, -0.66, -0.31, 0.13, 0.67, -0.80, -0.48, 0.38, 0.35, 0.37, 0.46], "de_lowest_kcal_mol": 11.7, "spin_multiplicity": 1, "charge": -1}

=====

Entry 2:
{"formula": "C35H54BrF5N6O7", "method": "ωB97M-V/def2-TZVPD", "elements": ["C", "C", "O", "N", "C", "C", "C", "C", "C", "C", "C", "C", "C", "C", "Br", "C", "O", "C", "C", "F", "F", "C", "F", "F", "F", "C", "C", "C", "C", "C", "C", "N", "C", "O", "H", "H", "H", "H", "H", "H", "H", "H", "H", "H", "H", "H", "H", "H", "H", "H", "H", "H", "H", "H", "H", "H", "H", "H", "H", "H", "C", "N", "C", "C", "O", "H", "H", "H", "H", "H", "H", "H", "C", "N", "C", "C", "O", "H", "H", "H", "H", "H", "H", "H", "C", "N", "C", "C", "O", "H", "H", "H", "H", "H", "H", "H", "C", "N", "C", "C", "O", "H", "H", "H", "H", "H", "H", "H"], "coordinates": [[-0.707332, -3.621573, 3.936401], [-1.816456, -3.985834, 2.980590], [-2.928461, -3.505660, 3.071247], [-1.459312, -4.877289, 1.973420], [-2.488130, -5.115674, 0.952817], [-2.614213, -3.888511, 0.062040], [-1.285117, -3.465452, -0.568728], [-1.446696, -2.156776, -1.389412], [-0.593180, -1.047029, -0.837304], [-0.918710, -0.561617, 0.434579], [-0.204189, 0.462590, 1.020647], [0.848284, 1.031104, 0.320761], [1.225467, 0.555483, -0.932641], [0.505664, -0.494912, -1.503802], [0.986361, -1.147952, -3.209781], [2.398736, 1.243894, -1.568600], [3.260397, 0.654923, -2.166035], [2.438848, 2.731454, -1.333169], [2.927314, 3.622887, -2.454570], [3.150121, 2.907281, -3.574215], [1.964554, 4.532500, -2.768913], [4.253446, 4.425984, -2.137031], [5.177931, 4.176059, -3.063522], [4.023159, 5.741608, -2.128740], [4.757521, 4.082387, -0.947991], [2.043747, 3.197769, -0.141283], [1.927217, 4.627168, 0.296330], [0.464433, 4.861785, 0.738373], [-0.505928, 4.947282, -0.453406], [-1.657040, 3.919638, -0.370222], [-1.804100, 3.143973, -1.674558], [-2.698732, 1.979525, -1.507934], [1.594586, 2.185326, 0.878558], [1.798773, 2.339886, 2.058173], [-0.878762, -2.615872, 4.311274], [0.254111, -3.690310, 3.433586], [-0.702965, -4.325235, 4.770676], [-1.065096, -5.731397, 2.343984], [-2.134925, -5.939701, 0.332273], [-3.452723, -5.342664, 1.409038], [-2.994992, -3.044914, 0.642050], [-3.336519, -4.053533, -0.741880], [-0.563208, -3.271153, 0.221592], [-0.913466, -4.245375, -1.233245], [-2.487300, -1.824198, -1.328357], [-1.248157, -2.317679, -2.444508], [-1.754953, -1.002104, 0.965654], [-0.455033, 0.848854, 1.999435], [2.582873, 4.786203, 1.154396], [2.165752, 5.321118, -0.504565], [0.422004, 5.763524, 1.349540], [0.143234, 4.043058, 1.376940], [-0.908236, 5.954623, -0.556219], [0.032233, 4.756911, -1.384637], [-2.600470, 4.438810, -0.198004], [-1.490530, 3.197999, 0.432791], [-2.260143, 3.783826, -2.431723], [-0.827269, 2.809151, -2.044849], [-2.149206, 1.164680, -1.252035], [-3.117792, 1.751116, -2.401393], [4.704359, -5.541978, 4.002589], [3.630522, -5.066491, 3.146732], [3.834804, -3.856084, 2.369665], [2.457039, -5.701056, 3.035603], [1.541874, -5.333190, 2.313035], [4.941347, -4.790564, 4.759174], [5.589588, -5.734399, 3.397706], [4.392979, -6.456900, 4.503580], [3.094168, -3.101110, 2.637551], [3.728634, -4.067196, 1.305475], [4.833864, -3.476282, 2.564807], [2.388121, -6.603359, 3.665760], [-5.387402, 5.327538, -4.940032], [-4.840579, 5.974979, -3.767164], [-5.611362, 5.984646, -2.530630], [-3.639823, 6.583989, -3.774783], [-3.141460, 7.133923, -2.810937], [-6.332360, 5.791152, -5.230807], [-5.565111, 4.267852, -4.745903], [-4.686126, 5.418601, -5.767492], [-5.808211, 7.014010, -2.229700], [-5.058553, 5.494168, -1.729928], [-6.551225, 5.462327, -2.686616], [-3.132302, 6.540824, -4.754243], [8.489395, -5.032152, -1.484579], [7.447205, -5.192823, -0.490533], [6.054880, -5.073213, -0.894124], [7.721488, -5.448798, 0.798331], [6.876345, -5.593302, 1.665236], [8.438143, -4.040114, -1.936535], [8.386618, -5.781146, -2.271764], [9.463441, -5.151477, -1.014893], [5.570498, -4.263335, -0.349036], [5.515321, -5.995596, -0.678259], [6.009594, -4.867311, -1.960198], [8.800593, -5.519484, 1.010166], [-4.695879, 0.454905, 2.494200], [-5.540285, 1.365052, 1.749771], [-6.752907, 1.875948, 2.362782], [-5.230561, 1.757096, 0.495124], [-5.907694, 2.522466, -0.166906], [-5.239658, -0.453826, 2.760570], [-4.333825, 0.923816, 3.412177], [-3.837506, 0.178137, 1.884003], [-7.625712, 1.597281, 1.771313], [-6.722144, 2.964575, 2.420457], [-6.848838, 1.463784, 3.364567], [-4.298671, 1.326116, 0.110795]], "forces_ev_per_a": [[0.1, -0.2, -0.1], [0.2, -0.3, 0.2], [0.0, 0.4, -0.3], [-1.1, 0.0, 0.2], [0.3, 0.3, -0.1], [0.2, 0.3, -0.2], [-0.4, 0.4, -0.2], [-0.1, 0.0, 0.1], [-0.1, 0.0, 0.0], [0.1, 0.0, -0.1], [0.1, 0.0, 0.0], [0.1, -0.1, 0.0], [-0.2, 0.0, 0.0], [0.0, 0.1, 0.2], [0.0, 0.0, -0.1], [0.0, 0.0, 0.0], [0.1, 0.0, -0.1], [-0.2, -0.1, 0.2], [0.0, 0.0, 0.0], [-0.1, 0.1, 0.1], [0.1, 0.0, 0.0], [0.1, 0.0, -0.2], [0.0, 0.0, 0.1], [0.0, -0.1, 0.1], [0.0, 0.0, 0.0], [0.1, 0.3, -0.3], [-0.4, -0.3, 0.3], [0.0, 0.3, -0.3], [-0.2, -0.3, 0.1], [0.1, 0.3, -0.6], [-0.4, -0.5, 0.0], [0.2, 0.0, -0.2], [0.1, 0.0, -0.1], [-0.1, 0.0, 0.0], [-0.1, 0.0, 0.1], [0.0, 0.0, 0.0], [0.0, 0.1, 0.1], [0.7, 0.3, -0.2], [-0.1, -0.2, 0.1], [0.0, -0.2, -0.1], [-0.1, -0.1, 0.1], [-0.1, -0.2, 0.1], [0.2, -0.3, 0.0], [0.2, -0.1, 0.2], [0.0, 0.0, 0.0], [0.1, 0.0, 0.0], [0.0, 0.0, 0.0], [0.0, 0.0, 0.0], [0.1, 0.0, -0.1], [0.2, 0.0, 0.1], [0.0, 0.0, 0.0], [0.1, 0.1, 0.2], [0.0, 0.0, 0.0], [0.1, 0.1, 0.1], [-0.1, -0.2, 0.3], [0.0, 0.1, 0.1], [0.2, 0.1, 0.0], [0.1, 0.3, 0.0], [0.0, 0.1, 0.1], [-0.1, 0.0, 0.0], [0.0, 0.1, -0.1], [0.0, 0.0, 0.1], [0.0, 0.0, 0.0], [0.0, 0.0, -0.1], [0.0, -0.1, 0.1], [0.0, 0.0, 0.0], [0.0, 0.0, 0.1], [0.0, 0.0, 0.0], [0.0, 0.0, 0.0], [0.0, 0.0, 0.0], [0.0, 0.0, 0.0], [0.0, 0.0, 0.0], [0.0, 0.0, 0.1], [-0.1, -0.1, 0.0], [0.1, 0.1, 0.0], [0.1, 0.0, 0.0], [0.0, 0.0, 0.0], [0.0, 0.0, 0.0], [0.0, 0.0, 0.0], [0.0, 0.0, 0.0], [0.0, 0.0, 0.1], [0.0, 0.0, 0.0], [0.0, 0.0, 0.0], [0.0, 0.0, 0.0], [-0.1, 0.0, 0.0], [0.0, 0.0, -0.1], [0.0, 0.0, 0.1], [0.0, 0.0, 0.1], [0.0, 0.0, -0.1], [0.0, 0.0, 0.0], [0.0, 0.0, 0.0], [0.0, 0.0, 0.0], [0.0, 0.0, 0.0], [0.0, 0.0, 0.0], [0.0, 0.0, 0.0], [0.0, 0.0, 0.0], [-0.1, 0.1, 0.0], [0.0, 0.0, 0.0], [0.0, 0.0, -0.1], [-0.1, 0.0, 0.0], [-0.1, 0.0, 0.0], [0.1, 0.0, 0.0], [0.0, 0.0, 0.0], [0.0, 0.0, 0.0], [0.0, 0.0, 0.0], [0.0, 0.0, 0.0], [0.0, 0.0, 0.0], [0.1, 0.0, 0.0]], "mulliken_charge": [-0.82, 0.60, -0.64, -0.06, -1.15, -0.49, -0.44, -1.43, 0.78, -0.31, -1.02, 0.75, 0.96, -0.26, -0.17, -1.71, -0.54, 1.10, 0.69, -0.33, -0.26, 0.77, -0.26, -0.25, -0.26, 1.08, -1.14, -1.31, -0.46, -0.51, -0.52, -0.36, -0.73, -0.58, 0.35, -0.04, 0.34, 0.30, 0.50, 0.36, 0.23, 0.42, 0.23, 0.51, 0.32, 0.83, 0.26, 0.58, 0.36, 0.40, 0.55, 0.68, 0.71, 0.14, 0.35, 0.17, 0.32, 0.12, -0.04, 0.25, -0.81, 0.20, -0.89, 0.09, -0.58, 0.34, 0.28, 0.29, 0.35, 0.18, 0.35, 0.26, -0.93, 0.15, -0.83, 0.09, -0.60, 0.34, 0.32, 0.30, 0.29, 0.16, 0.39, 0.31, -0.92, 0.11, -0.83, 0.08, -0.60, 0.33, 0.33, 0.29, 0.19, 0.30, 0.39, 0.26, -0.37, 0.17, -0.98, 0.38, -0.70, 0.40, 0.34, -0.30, 0.29, 0.29, 0.39, 0.15], "spin_multiplicity": 1, "smiles": "CC(=O)NCCCCc1ccc2c(c1Br)C(=O)C(C(F)(F)C(F)(F)F)=C(CCCCCN)C2=O.CN(C)C=O.CN(C)C=O.CN(C)C=O.CN(C)C=O"}

=====

Orbital gap readings, ordered: 7.3617, 7.9191 eV
Electronic energy readings, ordered: -209622.499, -144074.826 eV